Entry 1:
Below is C5H11O in the gas phase, with properties calculated with ωB97M-V/def2-TZVPD.

Computed properties:
Gap between HOMO and LUMO (alpha / beta): 11.51 / 8.65 eV
Molecular weight: 87.14 g mol⁻¹
Relative energy (zero: lowest compared OMol25 entry of this formula, charge and spin): 14.2 kcal per mole
2S+1: 2
E_HOMO (alpha / beta): -10.45 / -9.93 eV

CARTESIAN COORDINATES (ANGSTROEM)
C  1.835  0.817  0.928
O  2.192  1.342  2.111
C  0.578  1.395  0.266
C  -0.623  0.412  0.327
C  -0.362  -0.982  -0.289
C  -1.514  -1.440  -1.185
H  1.731  -0.279  0.970
H  2.723  0.907  0.267
H  0.232  2.223  0.877
H  0.725  1.768  -0.746
H  -0.944  0.366  1.369
H  -1.438  0.832  -0.268
H  0.559  -0.961  -0.877
H  -0.250  -1.742  0.492
H  -1.721  -0.684  -1.931
H  -1.292  -2.375  -1.706
H  -2.431  -1.598  -0.606

Entry 2:
Below is 2 unconnected molecules or ions with the total composition C5H11O2, with properties calculated with ωB97M-V/def2-TZVPD.

Computed properties:
Gap between HOMO and LUMO: 6.92 eV
Molecular weight: 103.14 g mol⁻¹
Total charge: -1
Relative energy (zero: lowest compared OMol25 entry of this formula, charge and spin): 57.5 kcal per mole
E_HOMO: -3.10 eV

CARTESIAN COORDINATES (ANGSTROEM)
C  0.132  -2.226  -0.058
C  0.630  -1.876  -1.419
H  -0.995  -2.576  -0.026
H  0.521  -3.225  0.305
H  0.388  -1.264  0.514
H  1.599  -2.083  -1.735
H  0.655  -0.800  -1.677
H  0.056  -2.442  -2.032
C  -0.342  1.627  -0.009
C  0.790  2.134  0.919
C  -1.789  1.076  0.883
O  -2.670  1.818  0.614
O  -1.630  0.095  1.540
H  -0.828  2.196  -0.849
H  -0.037  0.749  -0.490
H  0.604  1.952  1.889
H  1.163  3.226  0.886
H  1.755  1.620  0.746

Entry 3:
Below is 2 unconnected molecules or ions with the total composition C5H11O2, with properties calculated with ωB97M-V/def2-TZVPD.

Computed properties:
Gap between HOMO and LUMO: 7.26 eV
Molecular weight: 103.14 g mol⁻¹
Total charge: -1
Relative energy (zero: lowest compared OMol25 entry of this formula, charge and spin): 21.0 kcal per mole
E_HOMO: -3.68 eV

CARTESIAN COORDINATES (ANGSTROEM)
C  -1.276  0.158  -1.560
C  -0.179  -0.541  -2.293
C  -1.475  1.637  -1.792
O  -1.579  2.300  -0.722
O  -1.656  2.037  -2.957
H  -2.385  -0.144  -2.002
H  -1.438  0.000  -0.469
H  -0.228  -0.282  -3.357
H  -0.126  -1.628  -2.179
H  0.815  -0.205  -1.912
C  0.911  0.021  2.957
C  1.442  -0.865  1.795
H  0.643  -0.598  3.794
H  1.726  0.784  3.307
H  0.012  0.566  2.670
H  0.848  -1.747  1.852
H  1.427  -0.384  0.833
H  2.521  -1.109  2.035

Entry 4:
Below is 2 unconnected molecules or ions with the total composition C5H11O2, with properties calculated with ωB97M-V/def2-TZVPD.

Computed properties:
Gap between HOMO and LUMO: 7.32 eV
Molecular weight: 103.14 g mol⁻¹
Total charge: -1
Relative energy (zero: lowest compared OMol25 entry of this formula, charge and spin): 13.3 kcal per mole
E_HOMO: -3.73 eV

CARTESIAN COORDINATES (ANGSTROEM)
C  0.800  -0.767  1.832
C  1.613  -1.374  0.677
C  -0.528  -1.597  2.029
O  -0.945  -2.211  1.028
O  -0.989  -1.582  3.192
H  1.357  -0.736  2.767
H  0.534  0.290  1.716
H  2.014  -0.528  0.105
H  0.966  -1.965  0.036
H  2.413  -2.042  1.014
C  -1.050  1.437  -1.101
C  -0.775  1.729  -2.589
H  -0.308  0.761  -0.672
H  -0.850  2.243  -0.393
H  -2.051  1.075  -0.885
H  0.255  1.509  -2.811
H  -1.338  1.012  -3.189
H  -1.117  2.745  -2.755

Entry 5:
Below is 2 unconnected molecules or ions with the total composition C5H11O2, with properties calculated with ωB97M-V/def2-TZVPD.

Computed properties:
Gap between HOMO and LUMO: 7.40 eV
Molecular weight: 103.14 g mol⁻¹
Total charge: -1
Relative energy (zero: lowest compared OMol25 entry of this formula, charge and spin): 18.4 kcal per mole
E_HOMO: -3.80 eV

CARTESIAN COORDINATES (ANGSTROEM)
C  1.160  0.786  -0.549
C  2.543  1.464  -0.447
C  0.327  1.214  0.721
O  0.547  0.565  1.768
O  -0.389  2.223  0.552
H  0.659  0.961  -1.504
H  1.227  -0.313  -0.681
H  2.355  2.537  -0.516
H  3.053  1.180  -1.372
H  3.078  1.188  0.450
C  -2.374  -2.560  -0.139
C  -1.640  -2.918  -1.404
H  -2.749  -3.481  0.314
H  -1.863  -1.929  0.583
H  -3.246  -1.974  -0.439
H  -2.223  -3.535  -2.091
H  -0.629  -3.326  -1.537
H  -1.376  -2.005  -1.965

Entry 6:
Below is a gas-phase ion, C5H11O2 (charge -1), with properties calculated with ωB97M-V/def2-TZVPD.

Computed properties:
Gap between HOMO and LUMO: 6.14 eV
Molecular weight: 103.14 g mol⁻¹
Total charge: -1
Relative energy (zero: lowest compared OMol25 entry of this formula, charge and spin): 81.8 kcal per mole
SMILES string: [O-]CCCCCO
E_HOMO: -2.22 eV

CARTESIAN COORDINATES (ANGSTROEM)
C  0.204  1.481  -0.791
O  1.647  1.535  -1.067
C  -0.228  1.383  0.743
C  0.224  0.153  1.425
C  0.381  -1.175  0.613
C  -1.130  -1.518  0.113
O  -1.229  -1.943  -1.163
H  -0.132  0.509  -1.197
H  -0.281  2.359  -1.382
H  2.017  0.642  -0.850
H  -1.284  1.229  0.828
H  0.149  2.253  1.370
H  -0.392  -0.113  2.295
H  1.233  0.214  1.909
H  1.206  -1.141  -0.063
H  0.795  -1.939  1.267
H  -1.556  -2.148  0.879
H  -1.801  -0.550  0.163